Record 1
Entry from the OMol25 dataset: a cluster of 3 separate species, C28H65N3O11P4 in total at a distorted geometry (ωB97M-V with the def2-TZVPD basis set).

The geometry in XYZ format:
```
111
Properties=species:S:1:pos:R:3
P -2.363 5.095 -4.869
P 1.094 1.189 0.495
P 4.054 0.208 0.148
P -0.260 -4.892 -0.457
O -2.652 6.687 -5.271
O -1.251 -4.357 -1.658
O -1.428 -5.957 0.059
O 0.370 -0.346 6.611
O 0.795 -3.824 -0.603
O -1.916 3.751 -4.349
O -2.691 4.622 -6.411
O 1.396 0.555 8.341
O -3.888 5.040 -4.212
O 0.524 -6.123 -1.241
O 1.283 0.396 3.108
N 1.628 -2.662 2.580
N 3.265 2.099 1.865
N 4.264 1.313 -0.968
C -4.018 5.246 -2.807
C 4.189 -1.396 4.181
C -1.856 -2.226 5.571
C 2.435 -0.196 2.583
C -1.007 -2.166 4.560
C -1.164 -3.043 -2.200
C 0.678 2.175 6.812
C -3.135 2.279 -6.813
C 0.852 0.740 7.314
C -0.083 3.399 -0.873
C 3.751 -0.085 3.475
C -0.279 -3.028 -3.431
C -3.708 6.678 -2.406
C 1.128 -7.587 0.621
C 1.603 -6.765 -0.564
C -2.160 3.428 -6.977
C -2.669 -6.209 -0.607
C -3.157 7.143 -6.528
C 0.524 -0.075 4.199
C -4.630 6.850 -6.714
C 5.023 -0.992 5.445
C 1.227 -0.628 5.464
C 2.790 0.815 1.347
C -2.505 -7.030 -1.868
C -0.707 -0.946 3.701
C 0.936 0.246 -1.106
C 1.091 3.015 0.065
C 2.374 -1.585 1.904
H 1.896 -1.449 0.912
H -0.489 -3.100 4.293
H 2.182 -3.513 2.522
H 1.490 -2.517 3.574
H -0.152 -2.010 -3.805
H 0.706 -3.448 -3.226
H -2.177 -2.748 -2.486
H -5.051 5.008 -2.547
H 0.346 -8.283 0.319
H -3.020 8.228 -6.529
H -1.679 -2.992 6.334
H 5.272 -1.889 6.029
H 4.427 -0.284 6.048
H 3.678 -1.019 -0.456
H 3.373 -2.002 1.668
H -2.729 -1.573 5.670
H -1.036 2.939 -0.578
H 1.787 0.445 -1.778
H -5.217 7.320 -5.924
H -4.301 7.380 -2.993
H -0.829 -2.325 -1.453
H 1.957 -8.152 1.051
H -3.373 4.543 -2.271
H 0.730 -0.825 -0.967
H 0.191 3.214 -1.922
H -1.618 -0.323 3.650
H 3.622 2.685 1.117
H 4.848 -2.013 3.544
H 0.043 0.657 -1.617
H 0.894 2.287 5.735
H 5.925 -0.429 5.151
H 0.003 0.817 4.587
H 5.273 -0.015 0.838
H -1.181 3.190 -6.563
H 4.609 0.273 2.896
H 3.531 0.708 4.210
H -3.216 -5.286 -0.783
H 0.954 3.572 1.006
H -3.424 2.140 -5.771
H -4.845 5.783 -6.679
H 1.421 2.786 7.341
H -3.922 6.834 -1.347
H -0.205 4.495 -0.786
H 2.551 2.557 2.419
H -1.871 -6.536 -2.602
H 3.368 -2.036 4.524
H 0.715 -6.948 1.407
H -0.543 -1.291 2.666
H 4.063 0.958 -1.897
H 2.065 3.297 -0.372
H 2.174 -0.106 5.685
H -2.011 3.619 -8.043
H -2.554 6.770 -7.354
H 2.337 -6.015 -0.251
H -2.655 6.918 -2.574
H 1.420 -1.707 5.490
H -2.042 -7.992 -1.642
H -2.702 1.347 -7.180
H 2.089 -7.416 -1.292
H -0.348 2.538 6.980
H -4.966 7.231 -7.680
H -3.480 -7.206 -2.326
H -4.053 2.478 -7.369
H -0.720 -3.636 -4.223
H -3.275 -6.783 0.100
```

The frontier orbital gap comes out at 0.2318 Ha. For the total energy, the calculation gives -3463.007978 Eh. Its SMILES is C=CC[C@@H](COC(C)=O)O[C@](CN)(CCC)[C@@](N)([PH2]=N)P(C)CC.CCOP(=O)(OCC)OCC.CCOP(=O)(OCC)OCC. The multiplicity is 1.

Record 2
Entry from the OMol25 dataset: a structure of composition C53H45N4O4PSbSe5TeTl at a distorted geometry (ωB97M-V with the def2-TZVPD basis set).

The geometry in XYZ format:
```
115
Properties=species:S:1:pos:R:3
Tl -0.384 -0.395 -0.166
Te 0.577 5.909 -1.654
Sb -4.316 -2.211 -2.209
Se -2.259 -1.453 -0.802
Se -3.423 -3.573 -4.019
Se -5.599 -0.380 -3.154
Se -1.535 -0.382 -3.382
Se -5.555 -3.486 -0.563
P 0.515 -3.076 -0.008
O -0.489 -0.666 2.050
O -1.762 -0.346 3.866
O 4.862 -0.763 -1.343
O 1.882 -0.033 0.007
N -0.826 -0.075 -4.955
N 0.695 3.114 -0.023
N 0.018 -0.080 -2.549
N -2.071 1.240 0.744
C 2.681 0.768 -5.591
C 1.205 7.954 2.132
C -3.817 0.757 2.305
C 2.708 6.210 0.585
C 4.741 -0.748 -0.139
C 5.838 3.176 2.653
C 2.772 0.760 0.589
C -2.969 1.922 -0.030
C 4.797 2.369 1.914
C 3.150 0.774 -4.244
C -0.583 4.038 2.296
C -4.732 1.411 1.541
C -5.221 2.706 -0.519
C 0.022 -3.624 -2.728
C -4.324 2.037 0.343
C 1.854 4.199 -1.962
C 2.292 -3.095 -2.153
C 0.955 0.216 -3.469
C -4.799 3.188 -1.720
C 1.176 2.728 1.091
C 5.282 -1.894 0.686
C 0.246 3.066 4.757
C 5.730 -3.035 0.022
C 4.167 0.428 0.594
C 0.478 0.202 -4.819
C 1.381 0.480 -5.886
C 0.481 3.139 2.351
C -2.552 2.449 -1.270
C 3.476 2.766 1.852
C 1.941 -3.782 0.899
C 0.887 2.657 3.596
C -0.719 -4.401 0.249
C 0.703 7.480 0.928
C 2.492 2.028 1.206
C 3.215 6.691 1.788
C 2.644 -3.124 -3.494
C 0.368 -3.634 -4.074
C 0.980 -3.347 -1.752
C 5.116 1.206 1.247
C 6.175 -4.112 2.123
C -1.224 4.446 3.456
C 1.401 2.883 -1.272
C 5.737 -2.979 2.794
C 5.289 -1.874 2.081
C 6.170 -4.139 0.733
C -0.811 3.960 4.690
C -1.500 -0.172 2.680
C -2.480 0.691 1.867
C 2.319 0.499 -3.198
C -3.450 3.048 -2.104
C 1.444 6.593 0.147
C 1.682 -3.388 -4.458
C 2.464 7.560 2.569
H -0.902 4.406 1.329
H 5.935 4.184 2.237
H -1.623 -4.223 -0.323
H -1.006 -3.840 -2.463
H 2.351 -4.647 0.373
H 5.579 3.283 3.710
H 5.712 -3.041 -1.060
H 4.195 0.987 -4.044
H -0.993 -4.410 1.303
H -6.263 2.791 -0.230
H -3.130 3.403 -3.077
H -5.503 3.640 -2.406
H 3.381 0.987 -6.391
H -5.779 1.433 1.818
H -2.057 5.137 3.391
H -1.330 4.260 5.594
H 3.175 3.710 2.301
H -1.510 2.365 -1.538
H 2.843 4.483 -1.605
H 1.694 1.940 3.655
H -0.288 -5.361 -0.038
H 3.670 -2.909 -3.780
H 0.717 2.357 -1.942
H 6.156 0.889 1.201
H 2.853 7.925 3.513
H 1.008 0.464 -6.903
H 0.602 8.618 2.741
H 0.558 2.662 5.712
H 2.682 0.459 -2.182
H 1.910 4.067 -3.043
H 3.034 -2.857 -1.409
H 2.708 -3.026 1.026
H -4.075 0.228 3.211
H -0.407 -3.834 -4.804
H 6.495 -5.028 0.205
H -0.284 7.789 0.598
H 5.719 -2.961 3.878
H 2.280 2.250 -1.143
H 1.593 -4.081 1.889
H 6.813 2.689 2.592
H 6.507 -4.977 2.685
H 3.305 5.519 0.003
H 4.931 -0.999 2.606
H 4.201 6.380 2.116
H 1.949 -3.383 -5.510
```

The frontier orbital gap comes out at 0.1860 Ha. As for the net charge: -2. Its energy above the lowest of the compared OMol25 structures with the same formula, charge and spin is 1.958 eV. For the total energy, the calculation gives -15596.019545 Eh. The multiplicity is 1.

Record 3
Entry from the OMol25 dataset: the molecule C16H22ClN5O2 at a distorted geometry (ωB97M-V with the def2-TZVPD basis set).

The geometry in XYZ format:
```
46
Properties=species:S:1:pos:R:3
Cl -2.950 -2.438 3.833
O 0.631 0.212 -4.510
O -1.906 -3.192 1.081
N -0.978 -0.443 -3.045
N 0.056 -4.980 4.107
N -1.114 -3.996 5.673
N -0.201 -4.549 1.836
N 2.901 3.696 -1.577
C 2.963 2.790 -0.430
C -0.894 -4.131 4.352
C -0.380 -2.895 -0.857
C -0.011 0.463 -3.479
C 1.605 3.752 -2.213
C -1.589 -3.609 -0.245
C -1.618 -3.492 3.402
C -1.435 -0.573 -1.676
C -1.234 -3.765 2.115
C -2.474 -2.988 -1.316
C 0.426 -5.119 2.854
C -1.291 -2.114 -1.756
C -0.875 -1.883 -3.243
C 1.310 2.517 -2.988
C 4.062 3.730 -2.474
C 0.219 1.729 -2.749
H -2.728 -3.687 -2.127
H 1.983 2.237 -3.822
H -0.481 1.986 -1.986
H -1.928 -3.448 5.925
H -0.790 -0.051 -0.957
H 0.152 -2.263 -0.172
H -1.563 -2.364 -3.987
H -1.555 -4.715 -0.317
H 0.144 -2.228 -3.458
H 4.037 4.635 -3.134
H 0.280 -3.538 -1.359
H -0.829 -4.790 6.192
H 1.566 4.615 -2.857
H 2.686 1.775 -0.687
H 0.868 3.844 -1.401
H 4.136 2.854 -3.121
H -2.447 -0.213 -1.446
H 4.971 3.802 -1.875
H 1.290 -5.743 2.668
H -3.332 -2.400 -1.002
H 2.283 3.103 0.338
H 3.967 2.729 -0.018
```

The frontier orbital gap comes out at 0.3253 Ha. Its energy above the lowest of the compared OMol25 structures with the same formula, charge and spin is 0.000 eV. For the total energy, the calculation gives -1507.268183 Eh. Its SMILES is CN(C)C/C=C/C(=O)N1CC2(CC(Oc3ncnc(N)c3Cl)C2)C1. The multiplicity is 1.